Entry 1:
The following is a quantum chemistry calculation of C18H33BBrO9S as an isolated structure at a distorted geometry, from the OMol25 dataset.

```
63
C18H33BBrO9S, DFT ωB97M-V/def2-TZVPD
C -2.896 5.088 0.834
C -1.533 5.735 0.165
O -0.288 4.993 0.534
C -0.204 3.840 -0.407
C 0.945 2.739 -0.019
B 0.575 1.742 1.233
S -1.246 1.145 1.204
C 1.465 0.344 0.966
C 1.219 -0.813 2.098
C 0.707 -2.260 1.521
O 0.624 -2.589 0.215
O 0.358 -3.289 2.556
C 0.802 2.378 2.732
Br -0.943 3.245 3.338
C 2.033 3.453 2.858
C 2.238 3.717 4.497
H -3.894 5.405 0.266
H -2.968 5.450 1.945
H -2.788 3.900 0.843
H -1.690 5.822 -0.992
H -1.425 6.829 0.629
H 0.138 4.321 -1.445
H -1.273 3.366 -0.642
H 1.959 3.313 0.077
H 1.063 2.035 -0.976
H -1.397 0.503 -0.056
H 1.088 -0.039 -0.101
H 2.595 0.644 0.802
H 0.432 -0.463 2.921
H 2.274 -0.991 2.626
H 0.325 -2.802 3.453
H 1.008 1.547 3.564
H 1.817 4.448 2.281
H 3.052 2.937 2.513
H 2.012 2.723 5.118
H 3.351 3.994 4.744
H 1.460 4.510 4.889
C 3.054 -1.743 -3.204
C 1.580 -1.395 -3.212
C 0.879 -1.747 -4.492
O -0.204 -0.837 -4.498
C 0.205 0.259 -3.789
O -0.398 1.316 -3.738
O 1.387 0.010 -3.148
H 3.560 -1.251 -2.366
H 3.200 -2.824 -3.118
H 3.552 -1.398 -4.117
H 1.084 -1.840 -2.343
H 0.520 -2.779 -4.502
H 1.485 -1.569 -5.387
C -1.517 -5.016 0.690
C -1.956 -5.194 -0.749
C -3.438 -5.071 -0.952
O -3.641 -5.833 -2.126
C -2.649 -6.774 -2.156
O -2.611 -7.718 -2.925
O -1.705 -6.515 -1.200
H -0.483 -5.355 0.820
H -1.585 -3.968 0.994
H -2.131 -5.615 1.372
H -1.400 -4.508 -1.398
H -3.756 -4.036 -1.100
H -4.029 -5.516 -0.145
```

As for the spin multiplicity: 1. For the LUMO energy, the calculation gives 2.32 eV. As for the charge: -1. As for the HOMO energy: -4.670 eV.

***

Entry 2:
The following is a quantum chemistry calculation of C18H33BIN2O4Si2 as an isolated structure at a distorted geometry, from the OMol25 dataset.

```
61
C18H33BIN2O4Si2, DFT ωB97M-V/def2-TZVPD
C 0.463 -4.727 5.613
C 1.117 -4.999 4.381
C 1.872 -3.883 3.467
Si 1.833 -2.135 4.250
O 1.132 -0.890 3.256
Si -0.336 -1.369 2.490
I -0.825 0.434 0.804
C -1.855 -1.403 3.675
C -3.149 -2.081 3.117
C -4.326 -2.003 4.158
C -4.000 -1.300 5.488
N -2.797 -0.732 5.969
C -1.700 -0.773 5.069
B 3.726 -1.607 4.508
O 4.526 -1.618 3.287
O 4.295 -1.243 5.775
C 3.441 -0.284 6.461
H -0.266 -3.862 5.777
H 0.673 -5.383 6.533
H 1.145 -6.097 4.038
H 1.510 -3.945 2.386
H 2.974 -4.238 3.448
H 1.231 -2.072 5.586
H -0.216 -2.638 1.745
H -3.240 -2.560 2.092
H -5.363 -2.429 3.901
H -4.892 -1.226 6.215
H -0.712 -0.306 5.403
H 3.959 -1.846 2.518
H 4.125 0.346 7.133
H 2.747 -0.887 7.151
H 2.887 0.435 5.771
C 1.200 3.358 -6.028
C -0.312 3.027 -5.992
C -1.050 3.967 -5.005
C -0.850 3.600 -3.541
C -1.212 2.139 -3.305
C -0.437 1.170 -4.229
N -0.499 1.579 -5.673
O -1.680 1.227 -6.126
C 1.037 1.083 -3.755
C -0.974 -0.269 -3.991
C -0.780 3.407 -7.427
H 1.721 3.184 -5.091
H 1.710 2.778 -6.803
H 1.357 4.416 -6.256
H -2.126 3.948 -5.216
H -0.731 5.001 -5.162
H 0.179 3.805 -3.235
H -1.487 4.236 -2.918
H -1.022 1.886 -2.259
H -2.292 2.017 -3.457
H 1.666 0.591 -4.503
H 1.118 0.499 -2.835
H 1.475 2.049 -3.513
H -2.048 -0.353 -4.169
H -0.812 -0.575 -2.955
H -0.459 -0.991 -4.633
H -0.329 2.749 -8.177
H -0.483 4.431 -7.669
H -1.865 3.363 -7.540
```

As for the spin multiplicity: 1. For the LUMO energy, the calculation gives -7.63 eV. As for the charge: +1. As for the HOMO energy: -10.226 eV.

***

Entry 3:
The following is a quantum chemistry calculation of a 2-piece molecular cluster, C18H33FN3O5SSi overall at a distorted geometry, from the OMol25 dataset.

```
62
C18H33FN3O5SSi, DFT ωB97M-V/def2-TZVPD
C -1.265 4.530 -0.969
C -1.603 3.134 -1.500
N -2.694 2.461 -0.769
N -2.273 1.322 -0.031
C -3.332 0.292 0.086
C -2.851 -1.050 -0.456
C -1.552 -1.574 0.177
C -1.802 -2.507 1.379
C -0.881 -2.274 2.588
C 0.580 -2.029 2.225
C 1.402 -3.305 2.018
C 2.835 -2.927 1.608
Si 3.032 -2.599 -0.242
C 1.835 -3.667 -1.220
C 4.800 -2.922 -0.810
C 2.646 -0.781 -0.571
C 3.118 0.245 0.251
C 2.833 1.582 -0.025
C 2.064 1.915 -1.143
C 1.577 0.913 -1.971
C 1.865 -0.423 -1.684
S -1.547 1.667 1.447
O -2.010 0.792 2.473
O -0.143 1.806 1.260
F -2.092 3.083 1.781
H -1.971 4.831 -0.201
H -1.347 5.277 -1.747
H -0.279 4.532 -0.510
H -0.728 2.492 -1.489
H -1.917 3.190 -2.539
H -3.222 3.112 -0.199
H -3.758 0.217 1.082
H -4.131 0.623 -0.568
H -2.672 -0.914 -1.521
H -3.658 -1.769 -0.326
H -1.059 -2.163 -0.594
H -0.897 -0.750 0.431
H -1.754 -3.555 1.090
H -2.822 -2.334 1.721
H -0.909 -3.181 3.199
H -1.237 -1.473 3.226
H 1.052 -1.509 3.059
H 0.698 -1.372 1.367
H 0.931 -3.970 1.298
H 1.435 -3.810 2.983
H 3.148 -2.026 2.132
H 3.521 -3.717 1.922
H 0.829 -3.478 -0.847
H 2.030 -4.721 -1.031
H 1.839 -3.453 -2.284
H 5.396 -2.020 -0.698
H 5.278 -3.723 -0.250
H 4.844 -3.195 -1.864
H 3.719 0.026 1.123
H 3.183 2.374 0.619
H 1.822 2.944 -1.365
H 0.987 1.166 -2.838
H 1.472 -1.194 -2.330
N -3.599 6.478 -1.993
O -4.503 5.985 -1.282
O -2.735 7.217 -1.476
O -3.526 6.185 -3.205
```

As for the spin multiplicity: 1. For the LUMO energy, the calculation gives 2.28 eV. As for the charge: -1. As for the HOMO energy: -4.563 eV.

***

Entry 4:
The following is a quantum chemistry calculation of C18H33N4PdSSi as an isolated structure at a distorted geometry, from the OMol25 dataset.

```
58
C18H33N4PdSSi, DFT ωB97M-V/def2-TZVPD
Pd -0.435 0.222 -0.136
C -1.848 -2.519 -1.692
N -0.654 -2.139 -0.941
C -0.497 -3.010 0.228
C 0.514 -2.256 -1.823
C 1.799 -1.728 -1.179
N 1.718 -0.313 -0.815
C 1.943 0.553 -1.967
C 2.652 0.013 0.254
H -1.804 -3.564 -2.030
H -1.950 -1.878 -2.568
H -2.732 -2.395 -1.065
H -0.100 -3.993 -0.054
H -1.469 -3.166 0.692
H 0.177 -2.543 0.949
H 0.300 -1.694 -2.737
H 0.682 -3.308 -2.109
H 2.621 -1.897 -1.888
H 2.016 -2.300 -0.275
H 2.923 0.353 -2.423
H 1.908 1.598 -1.653
H 1.168 0.390 -2.718
H 3.691 -0.154 -0.057
H 2.449 -0.598 1.131
H 2.525 1.059 0.534
C -2.325 2.270 2.926
N -2.628 0.871 2.829
C -3.837 0.261 3.027
C -3.658 -1.075 2.879
N -2.336 -1.273 2.585
C -1.704 -0.073 2.538
S -0.052 0.174 2.317
H -3.235 2.855 2.836
H -1.634 2.527 2.121
H -1.842 2.496 3.878
H -4.725 0.807 3.269
H -4.362 -1.879 2.934
H -1.865 -2.159 2.474
C -1.256 2.538 -2.853
Si -1.175 2.346 -0.927
C -0.386 3.972 -0.223
C -3.028 2.108 -0.411
C -3.650 0.899 -0.717
C -5.014 0.734 -0.555
C -5.776 1.770 -0.040
C -5.162 2.957 0.323
C -3.802 3.125 0.133
H -2.001 3.292 -3.090
H -1.560 1.619 -3.347
H -0.309 2.851 -3.280
H -1.063 4.810 -0.353
H 0.524 4.210 -0.766
H -0.134 3.904 0.832
H -3.056 0.086 -1.133
H -5.496 -0.189 -0.846
H -6.843 1.658 0.071
H -5.749 3.763 0.739
H -3.342 4.067 0.390
```

As for the spin multiplicity: 3. For the LUMO energy (alpha / beta), the calculation gives -1.94 / -4.08 eV. The calculation puts the relative energy (zero: lowest compared OMol25 entry of this formula, charge and spin) at 15.0 kcal per mole. As for the charge: +1. As for the HOMO energy (alpha / beta): -9.845 / -11.124 eV.